{"formula": "C17H35AsBeBrF15I2MgN3O12P2S2", "method": "ωB97M-V/def2-TZVPD", "elements": ["C", "C", "P", "C", "C", "C", "I", "C", "I", "S", "C", "N", "Br", "H", "H", "H", "H", "H", "H", "H", "H", "H", "H", "H", "H", "F", "As", "F", "F", "F", "F", "F", "Be", "C", "C", "O", "C", "O", "O", "H", "H", "H", "H", "C", "F", "F", "F", "S", "O", "O", "O", "F", "P", "F", "F", "F", "F", "F", "Mg", "C", "C", "O", "H", "H", "H", "H", "H", "H", "O", "H", "H", "N", "O", "O", "O", "C", "C", "C", "O", "C", "N", "H", "H", "H", "H", "H", "H", "H", "H", "H", "H", "H"], "xyz": [[2.58934, -1.70485, 0.88014], [1.70379, -2.86311, 0.26749], [0.51385, -3.64539, 1.48472], [0.80138, -5.48756, 1.69625], [2.35115, -5.87727, 1.74124], [0.41938, -2.70193, 3.10846], [-1.11230, -3.77042, 4.31224], [-0.23048, -1.25022, 3.03347], [-1.08149, -0.79464, 1.08646], [0.90518, -0.06417, 3.87890], [1.87846, -1.47379, 4.52625], [1.57016, -2.67248, 4.06443], [2.62467, -4.04146, 4.75630], [3.09359, -1.20579, 0.00119], [1.90879, -0.91328, 1.31683], [3.34604, -2.06928, 1.62882], [2.29114, -3.67242, -0.24177], [1.06804, -2.37691, -0.52986], [0.30989, -5.90197, 2.62397], [0.31467, -6.04874, 0.84611], [2.54456, -6.36545, 2.74181], [2.67607, -6.57875, 0.93839], [2.93354, -4.91128, 1.73916], [-1.11647, -1.28612, 3.71062], [2.71021, -1.38137, 5.26281], [4.78686, -8.50503, -0.36029], [5.63107, -7.22073, -1.29993], [7.08933, -8.24880, -1.26970], [6.14370, -6.46275, 0.20916], [6.48509, -6.00297, -2.22760], [4.16535, -6.24111, -1.29453], [5.10929, -8.03319, -2.79090], [-0.60554, 1.92137, 0.77826], [2.22264, 6.06465, 1.48304], [1.82864, 6.11890, 0.04032], [1.51189, 4.74912, -0.24212], [1.19405, 4.17470, 0.91283], [0.70904, 3.05161, 1.00195], [1.45964, 4.94853, 1.96393], [1.97024, 6.97565, 2.02224], [3.28465, 5.85311, 1.62412], [0.94128, 6.73058, -0.13291], [2.63196, 6.47526, -0.60117], [3.87871, -2.28675, -4.68492], [3.00987, -2.72322, -5.60905], [5.09201, -2.70803, -5.07739], [3.89405, -0.94378, -4.78358], [3.44674, -2.86615, -2.97852], [3.47276, -4.31813, -3.05303], [2.11478, -2.32456, -2.71575], [4.47682, -2.30613, -2.10830], [-1.68988, 1.21098, -3.23489], [-2.88183, 0.17210, -2.84371], [-2.22729, 0.24953, -1.33246], [-3.70186, 1.50744, -2.38213], [-2.64707, -1.39674, -2.47889], [-2.58202, -0.25577, -4.37842], [-4.41886, -0.25123, -3.15363], [5.43676, -10.34011, -1.24134], [-0.70047, 10.00581, -0.03797], [0.54101, 10.18222, -0.89117], [0.92231, 8.94021, -1.48323], [-0.52282, 9.26863, 0.74970], [-0.99492, 10.94960, 0.42417], [-1.53440, 9.63568, -0.64039], [1.37605, 10.53146, -0.28278], [0.36509, 10.91169, -1.68654], [0.18617, 8.64105, -2.02831], [-2.16909, -7.33793, 0.75541], [-1.37603, -7.74595, 0.39132], [-1.87206, -6.94511, 1.58224], [-3.51461, -7.23089, -2.36955], [-2.50740, -6.53360, -2.23791], [-3.40330, -8.45511, -2.47937], [-4.62729, -6.70884, -2.38794], [-6.67558, 4.07781, 0.38008], [-5.65708, 3.02939, -0.05862], [-4.55792, 2.77162, 0.99157], [-3.55235, 3.78925, 1.05558], [-3.91242, 4.92783, 1.82520], [-5.09673, 3.42560, -1.35352], [-6.28790, 5.09511, 0.30769], [-7.56036, 4.03130, -0.25736], [-7.00037, 3.90602, 1.41008], [-6.19950, 2.08915, -0.19691], [-4.02933, 1.85502, 0.70641], [-4.98547, 2.58804, 1.98509], [-4.53918, 4.66388, 2.68030], [-4.41760, 5.66259, 1.19702], [-2.99489, 5.38885, 2.19678], [-4.49157, 2.68031, -1.69664], [-4.45602, 4.19959, -1.18552]], "atomic_forces_ev_per_a": [[-0.22, -0.09, -0.84], [0.37, 0.69, 0.21], [-1.35, 0.08, -1.17], [0.91, -1.10, 0.30], [-0.26, 0.49, 1.06], [-0.66, -1.65, 0.24], [0.28, -0.27, -0.25], [0.10, -0.45, 1.35], [0.42, 1.34, -0.53], [1.21, -2.31, 0.52], [-0.74, 0.05, -1.04], [0.64, 3.67, 1.01], [-0.52, -0.24, -0.54], [-0.19, -0.69, 0.95], [0.79, -0.79, -0.13], [-0.70, 0.45, -0.72], [-0.33, 0.75, 0.46], [0.60, -0.86, 0.67], [0.30, 0.81, -0.91], [0.27, 1.18, 0.64], [-0.06, 0.40, -1.12], [-0.29, 0.87, 0.48], [-0.16, -1.31, -0.33], [0.63, 0.34, -0.97], [-0.79, 0.30, -0.76], [0.13, -1.67, -0.18], [0.51, 5.68, -1.30], [-1.18, -0.89, 0.09], [-0.46, -1.15, -0.87], [-0.62, -1.48, 0.81], [1.21, -1.65, 0.36], [0.32, -0.80, 1.31], [1.60, 0.29, 0.06], [0.77, 0.92, 0.10], [0.20, 1.23, -0.37], [-0.71, -1.70, 1.13], [1.02, 3.09, -0.74], [-2.81, -2.98, 0.00], [-0.69, -1.81, -0.57], [-0.18, -0.25, 0.13], [-0.12, -0.15, 0.07], [0.04, -0.12, -0.11], [-0.14, -0.25, -0.13], [0.14, 0.24, -0.87], [-0.09, -0.11, 0.44], [-0.07, -0.12, 0.43], [-0.08, -0.07, 0.40], [-0.27, -0.91, 1.25], [0.04, 0.77, -0.45], [0.35, 0.26, -0.28], [-0.22, 0.22, -0.45], [0.98, 0.42, 1.03], [-0.87, -1.51, -3.42], [0.67, 1.06, 3.13], [0.83, 0.69, -0.07], [0.54, -0.41, -0.17], [-0.66, 0.00, -0.39], [-0.35, -0.80, 0.52], [0.02, 1.86, -0.07], [-0.01, 0.00, 0.04], [-0.37, -0.03, -0.09], [0.21, -0.28, 0.20], [0.04, 0.09, 0.04], [-0.04, -0.06, -0.01], [-0.01, 0.13, -0.01], [0.06, -0.12, -0.14], [0.04, 0.10, 0.12], [0.07, 0.08, -0.09], [0.23, 0.06, 0.27], [-0.18, -0.07, -0.25], [-0.14, -0.03, 0.02], [-0.22, 0.08, 0.05], [0.27, 0.05, 0.01], [0.12, -0.17, 0.01], [-0.02, 0.00, 0.01], [-0.26, -0.07, 0.19], [0.18, 0.62, -0.24], [-0.23, -0.47, -0.29], [0.40, -0.34, 0.36], [0.22, 0.19, -0.19], [0.20, 0.03, 0.60], [0.07, -0.06, -0.03], [0.13, -0.02, -0.01], [-0.02, 0.04, 0.00], [0.16, -0.07, 0.05], [0.04, 0.08, -0.12], [0.00, 0.20, 0.07], [-0.05, -0.03, -0.08], [-0.13, -0.01, 0.13], [0.01, -0.07, 0.01], [-0.65, 0.47, 0.02], [-0.24, 0.14, -0.07]], "mol_weight_g_mol": 1326.479, "multiplicity": 1, "gap_ev": 1.5, "energy_ev": -281157.7740, "total_charge": 1}


{"formula": "C8H14OS", "method": "ωB97M-V/def2-TZVPD", "elements": ["C", "C", "C", "C", "C", "C", "C", "C", "O", "S", "H", "H", "H", "H", "H", "H", "H", "H", "H", "H", "H", "H", "H", "H"], "xyz": [[0.41679, -0.15498, 0.93229], [-1.02414, -0.23076, 0.83339], [1.28753, -0.38211, -0.09042], [-1.87127, 0.53295, -0.16434], [-1.18101, 1.46505, -1.10384], [-3.14550, 1.10051, 0.46044], [3.49355, -1.58100, -0.16388], [2.83138, -0.20297, -0.18088], [-2.87701, -1.95204, 0.16137], [-1.73101, -1.30841, -0.48976], [0.92304, 0.03674, 1.97367], [-1.45320, -0.51953, 1.72820], [0.99838, -0.75597, -1.00868], [-0.64292, 2.33852, -0.67233], [-2.05783, 1.84967, -1.60318], [-0.55183, 0.97949, -1.72679], [-4.00799, 0.28705, 0.61749], [-3.67080, 1.82615, -0.07005], [-3.05959, 1.54994, 1.55525], [3.17063, -2.03617, -1.01755], [3.30944, -2.23943, 0.61803], [4.63340, -1.32587, -0.08530], [3.10886, 0.39915, -1.22099], [3.10110, 0.32404, 0.71784]], "atomic_forces_ev_per_a": [[3.91, 0.24, 0.29], [0.79, -0.36, -2.03], [1.09, 1.21, 1.80], [0.34, 0.44, 2.40], [-2.11, 1.88, 1.64], [-1.77, -2.54, 3.32], [3.37, 3.39, 0.43], [-1.66, 0.38, -0.46], [-0.90, -0.95, -0.10], [-0.24, 1.41, 0.60], [-1.27, 0.05, -1.96], [-1.37, -0.41, 1.58], [-1.49, -0.62, -1.86], [-0.40, -0.75, 0.22], [0.25, 0.49, -1.03], [2.00, -1.43, -2.24], [2.12, 1.20, -0.34], [-0.34, 1.40, -1.46], [0.44, -1.00, -2.22], [-0.03, -1.61, -2.60], [-0.83, -0.67, 1.84], [-1.80, -1.05, -0.76], [-0.65, -1.47, 2.90], [0.57, 0.75, 0.03]], "mol_weight_g_mol": 158.266, "multiplicity": 1, "gap_ev": 9.3, "energy_ev": -21402.0076, "relative_energy_kcal_mol": 81.7, "total_charge": 0}


{"formula": "IMg", "method": "ωB97M-V/def2-TZVPD", "elements": ["Mg", "I"], "xyz": [[1.02238, -0.04978, 0.37171], [-1.02238, 0.04978, -0.37171]], "atomic_forces_ev_per_a": [[4.76, -0.23, 1.73], [-4.76, 0.23, -1.73]], "mol_weight_g_mol": 151.209, "multiplicity": 1, "gap_ev": 7.8, "energy_ev": -13537.8132, "relative_energy_kcal_mol": 13.4, "total_charge": 1}